i | This record from OMol25 describes the ion C5H10NO with charge +1. The level of theory is ωB97M-V/def2-TZVPD.

Geometry as XYZ:
```
17
Properties=species:S:1:pos:R:3:mulliken_charge:R:1
C 0.63 -3.23 0.02 -1.39
C 0.20 -1.84 0.12 0.59
C -0.12 -0.68 0.15 -0.78
C -0.11 0.89 0.18 1.22
C -1.50 1.42 -0.01 -1.32
N 0.71 1.53 -0.90 -0.32
O 0.54 1.49 1.28 -0.55
H 1.68 -3.38 0.23 0.33
H 0.42 -3.72 -0.87 0.34
H 0.20 -3.90 0.77 0.33
H -1.55 2.41 0.61 0.40
H -1.78 1.64 -1.11 0.33
H -2.19 0.77 0.54 0.38
H 0.41 2.46 -0.97 0.33
H 0.82 1.09 -1.82 0.33
H 1.61 1.58 -0.26 0.42
H 0.03 1.47 2.05 0.35
```

Computed properties:
- frontier orbital gap (eV) = 10.8
- total charge = +1
- 2S+1 = 1
- HOMO level (eV) = -14.157
- lowest unoccupied orbital energy (eV) = -3.388
- SMILES = CC#C[C@](C)([NH3+])O

***

ii | This record from OMol25 describes the ion C5H10NO with charge +1. The level of theory is ωB97M-V/def2-TZVPD.

Geometry as XYZ:
```
17
Properties=species:S:1:pos:R:3:mulliken_charge:R:1
C -1.47 0.98 -1.08 -1.11
C -0.72 0.23 0.00 0.33
O -1.15 0.76 1.53 -0.57
N 0.78 0.33 -0.01 0.14
C 1.40 0.07 1.32 -0.78
C 1.50 0.01 -1.27 0.07
C 1.45 1.29 -0.97 -0.39
H -2.48 1.31 -0.76 0.32
H -0.76 1.76 -1.43 0.24
H -1.62 0.48 -2.13 0.33
H -1.07 -0.84 0.04 0.36
H -1.61 0.01 1.95 0.33
H 1.08 -0.88 1.76 0.28
H 2.52 0.06 1.09 0.37
H 0.98 0.93 1.99 0.34
H 1.75 -0.69 -2.02 0.38
H 1.67 2.44 -1.13 0.35
```

Computed properties:
- frontier orbital gap (eV) = 11.0
- total charge = +1
- 2S+1 = 1
- HOMO level (eV) = -15.142
- lowest unoccupied orbital energy (eV) = -4.127
- SMILES = C[C@H](O)[N+]1(C)C=C1

***

Of them, the most stable is i and the least stable is ii.

***

i | This record from OMol25 describes a cluster of 2 separate species, C5H10NO in total. The level of theory is ωB97M-V/def2-TZVPD.

Geometry as XYZ:
```
17
Properties=species:S:1:pos:R:3:mulliken_charge:R:1
C -1.59 2.20 -0.20 0.14
C 2.15 -0.65 0.33 -1.30
C -3.32 -1.10 -0.11 -0.12
C 0.95 0.09 -0.26 -0.11
C 0.55 1.25 0.68 -0.56
N -0.60 1.85 0.25 0.06
O -2.50 -0.22 -0.14 -0.38
H 2.43 -1.46 -0.33 0.35
H 1.92 -1.06 1.31 0.37
H 3.01 0.01 0.43 0.36
H -3.09 -2.12 -0.44 0.23
H -4.34 -0.94 0.24 0.27
H 0.11 -0.59 -0.36 0.23
H 1.21 0.49 -1.24 0.35
H 0.37 0.87 1.69 0.34
H 1.35 2.00 0.72 0.33
H -2.51 2.56 -0.57 0.46
```

Computed properties:
- frontier orbital gap (eV) = 10.4
- total charge = +1
- 2S+1 = 1
- HOMO level (eV) = -14.268
- lowest unoccupied orbital energy (eV) = -3.892

***

ii | This record from OMol25 describes the ion C5H10NO with charge +1. The level of theory is ωB97M-V/def2-TZVPD.

Geometry as XYZ:
```
17
Properties=species:S:1:pos:R:3:mulliken_charge:R:1
C 2.16 -1.14 0.70 -0.16
N 1.05 -0.67 0.31 0.14
C 0.66 -0.56 -1.13 -0.63
C -0.85 -0.47 -1.31 -0.74
C -1.69 0.45 -0.36 -0.36
C -0.86 1.43 0.42 -0.10
O -0.44 1.18 1.54 -0.53
H 2.36 -1.19 1.76 0.29
H 2.92 -1.37 -0.04 0.31
H 0.44 -0.22 1.00 0.24
H 1.17 0.31 -1.53 0.34
H 1.07 -1.45 -1.58 0.51
H -1.04 -0.13 -2.32 0.35
H -1.28 -1.47 -1.33 0.34
H -2.32 1.08 -0.98 0.30
H -2.26 -0.19 0.29 0.31
H -0.45 2.33 -0.06 0.41
```

Computed properties:
- frontier orbital gap (eV) = 9.4
- total charge = +1
- 2S+1 = 1
- HOMO level (eV) = -14.403
- lowest unoccupied orbital energy (eV) = -4.957
- SMILES = C=[NH+]CCCC=O

***

iii | This record from OMol25 describes the ion C5H10NO with charge +1. The level of theory is ωB97M-V/def2-TZVPD.

Geometry as XYZ:
```
17
Properties=species:S:1:pos:R:3:mulliken_charge:R:1
C -0.90 0.45 1.06 -0.40
C -1.54 -0.44 0.06 0.35
C -2.30 -0.09 -1.18 -1.26
C 1.06 0.51 -0.66 -0.01
C 2.92 -0.30 0.68 -0.71
N 2.11 0.36 -0.19 -0.08
O -0.14 -0.42 0.19 -0.30
H -2.05 -1.26 0.46 0.36
H -3.25 -0.68 -1.27 0.35
H -1.87 -0.37 -2.25 0.32
H -2.55 1.02 -1.22 0.33
H 0.37 1.00 -1.29 0.49
H -0.57 1.49 0.87 0.33
H -0.81 0.11 2.10 0.26
H 2.46 -1.13 1.30 0.31
H 3.31 0.34 1.37 0.34
H 3.75 -0.58 -0.06 0.32
```

Computed properties:
- frontier orbital gap (eV) = 12.0
- total charge = +1
- 2S+1 = 1
- HOMO level (eV) = -15.289
- lowest unoccupied orbital energy (eV) = -3.319

***

Of them, the most stable is ii and the least stable is iii.

***

i | This record from OMol25 describes the ion C5H10NO with charge +1. The level of theory is ωB97M-V/def2-TZVPD.

Geometry as XYZ:
```
17
Properties=species:S:1:pos:R:3:mulliken_charge:R:1
C 1.86 -0.08 -0.85 -0.86
C 0.87 0.06 0.00 0.31
C 0.83 -0.36 1.58 -0.46
O -0.29 0.31 2.06 -0.35
C -1.24 0.22 0.92 -0.39
N -0.49 0.63 -0.29 0.15
C -1.13 -0.10 -1.41 -0.91
H 2.04 0.25 -1.87 0.32
H 2.77 -0.42 -0.39 0.27
H 0.72 -1.42 1.63 0.32
H 1.79 -0.03 2.07 0.39
H -2.02 0.98 1.24 0.32
H -1.55 -0.84 0.87 0.39
H -0.46 1.61 -0.45 0.36
H -0.71 -1.09 -1.25 0.46
H -2.19 0.09 -1.41 0.37
H -0.79 0.18 -2.45 0.30
```

Computed properties:
- frontier orbital gap (eV) = 11.7
- total charge = +1
- 2S+1 = 1
- HOMO level (eV) = -15.034
- lowest unoccupied orbital energy (eV) = -3.377
- SMILES = C=C1COC[N@@H+]1C

***

ii | This record from OMol25 describes a cluster of 2 separate species, C5H10NO in total. The level of theory is ωB97M-V/def2-TZVPD.

Geometry as XYZ:
```
17
Properties=species:S:1:pos:R:3:mulliken_charge:R:1
O 0.98 1.83 1.56 -0.43
C 0.14 1.08 1.98 -0.12
C -0.91 0.48 1.10 -0.49
C -0.52 -0.90 0.34 -0.78
C -0.04 -0.58 -1.04 0.73
C 1.14 -1.22 -1.51 -1.18
N -0.93 -0.33 -2.02 -0.32
H 0.20 0.90 3.09 0.39
H -1.11 1.17 0.29 0.28
H -1.88 0.44 1.62 0.44
H 0.16 -1.61 0.81 0.48
H -1.49 -1.42 0.40 0.33
H 1.72 -1.07 -2.43 0.45
H 1.72 -1.38 -0.60 0.36
H 2.64 -2.90 -2.34 0.32
H -0.41 -0.34 -2.90 0.25
H -1.69 0.34 -1.89 0.30
```

Computed properties:
- frontier orbital gap (eV) = 5.0
- total charge = +1
- 2S+1 = 1
- HOMO level (eV) = -13.395
- lowest unoccupied orbital energy (eV) = -8.376

***

Of them, the most stable is i and the least stable is ii.

***

i | This record from OMol25 describes the ion C5H10NO with charge +1. The level of theory is ωB97M-V/def2-TZVPD.

Geometry as XYZ:
```
17
Properties=species:S:1:pos:R:3:mulliken_charge:R:1
C -0.86 1.92 -0.99 -1.08
C -0.35 0.79 -0.51 0.58
N 0.15 -0.17 -1.54 -0.24
C 0.31 0.67 0.83 -0.48
C 0.71 -0.71 1.37 -0.70
C -0.28 -1.82 1.00 0.11
O -0.36 -2.20 -0.16 -0.55
H -1.25 2.02 -2.00 0.25
H -0.96 2.80 -0.36 0.28
H -0.07 -1.14 -1.15 0.33
H 1.13 -0.28 -1.78 0.35
H -0.41 -0.05 -2.39 0.39
H -0.52 0.94 1.50 0.34
H 1.17 1.34 0.88 0.34
H 1.71 -1.00 1.04 0.34
H 0.68 -0.73 2.45 0.35
H -0.80 -2.36 1.80 0.41
```

Computed properties:
- frontier orbital gap (eV) = 10.9
- total charge = +1
- 2S+1 = 1
- HOMO level (eV) = -14.731
- lowest unoccupied orbital energy (eV) = -3.851
- SMILES = C=C([NH3+])CCC=O

***

ii | This record from OMol25 describes the ion C5H10NO with charge +1. The level of theory is ωB97M-V/def2-TZVPD.

Geometry as XYZ:
```
17
Properties=species:S:1:pos:R:3:mulliken_charge:R:1
N -1.82 -0.01 -0.57 -0.12
C -0.47 -0.06 0.09 0.27
C 0.28 1.19 0.09 -0.85
C 1.79 0.73 0.05 -0.45
O 1.73 -0.59 -0.47 -0.40
C 0.50 -1.16 -0.35 -0.26
C -0.14 -1.33 0.93 -0.67
H -2.12 0.93 -0.76 0.35
H -2.62 -0.15 0.03 0.35
H -1.70 -0.58 -1.40 0.39
H 0.17 1.77 0.96 0.33
H -0.02 1.80 -0.80 0.38
H 2.48 1.28 -0.77 0.32
H 2.16 0.97 1.03 0.29
H 0.48 -1.96 -1.11 0.43
H -1.06 -1.81 1.21 0.37
H 0.37 -1.02 1.83 0.28
```

Computed properties:
- frontier orbital gap (eV) = 10.0
- total charge = +1
- 2S+1 = 1
- HOMO level (eV) = -13.811
- lowest unoccupied orbital energy (eV) = -3.778
- SMILES = [NH3+][C@]12CCO[C@H]1C2

***

Of them, the most stable is i and the least stable is ii.

***

i | This record from OMol25 describes an isolated molecule of C21H21N3O2. The level of theory is ωB97M-V/def2-TZVPD.

Geometry as XYZ:
```
47
Properties=species:S:1:pos:R:3:mulliken_charge:R:1
C -5.33 0.58 0.57 -1.31
C -3.96 -0.19 0.77 2.15
C -3.76 -0.32 2.31 -1.86
C -2.67 0.45 0.02 -1.24
C -2.18 -0.66 -0.96 0.60
C -1.01 -1.45 -0.42 0.53
C -0.98 -2.70 0.14 -0.97
N 0.36 -3.02 0.54 -0.03
C 1.13 -2.01 0.13 -0.96
C 2.48 -1.75 0.32 0.91
C 3.33 -2.73 1.09 0.57
N 4.68 -2.60 1.17 -0.36
O 2.91 -3.76 1.63 -0.72
C 3.05 -0.53 -0.18 -0.85
C 2.24 0.50 -0.64 0.14
C 2.73 1.88 -0.87 -0.23
C 3.02 2.28 -2.24 -0.25
C 3.27 3.63 -2.39 -0.62
C 3.56 4.48 -1.34 -0.23
C 3.45 4.07 -0.06 -0.79
C 3.01 2.81 0.15 -0.02
C 0.90 0.15 -0.82 -0.41
C 0.35 -1.09 -0.49 -0.01
N -3.23 -1.66 -1.12 -0.17
C -4.00 -1.56 0.00 -0.28
O -4.90 -2.46 -0.10 -0.75
H -5.28 1.52 0.00 0.32
H -5.77 0.96 1.55 0.33
H -6.10 -0.10 0.10 0.31
H -4.65 -0.79 2.82 0.44
H -3.68 0.70 2.77 0.43
H -2.89 -0.94 2.61 0.36
H -1.85 0.70 0.69 0.43
H -3.13 1.34 -0.53 0.24
H -2.01 -0.29 -2.03 0.40
H -1.80 -3.34 0.29 0.61
H 0.63 -3.82 1.00 0.11
H 5.17 -3.24 1.81 0.26
H 5.13 -1.76 0.82 0.18
H 4.09 -0.29 -0.01 0.22
H 2.99 1.64 -3.13 0.39
H 3.26 4.08 -3.41 0.30
H 3.91 5.51 -1.46 0.34
H 3.73 4.82 0.61 0.42
H 2.87 2.39 1.18 0.32
H 0.23 0.95 -1.06 0.57
H -3.32 -2.35 -1.83 0.19
```

Computed properties:
- frontier orbital gap (eV) = 8.5
- total charge = 0
- 2S+1 = 1
- HOMO level (eV) = -8.333
- lowest unoccupied orbital energy (eV) = 0.187
- SMILES = CC1(C)C[C@@H](c2c[nH]c3c(C(N)=O)cc(-c4ccccc4)cc23)NC1=O

***

ii | This record from OMol25 describes an isolated molecule of C21H21N3O2. The level of theory is ωB97M-V/def2-TZVPD.

Geometry as XYZ:
```
47
Properties=species:S:1:pos:R:3:mulliken_charge:R:1
C -6.05 -0.51 -0.82 -1.44
C -4.61 -0.64 -0.44 0.85
C -4.14 -0.02 0.72 -0.95
C -2.83 -0.08 1.15 1.43
C -2.44 0.54 2.46 -1.53
C -1.93 -0.79 0.35 0.97
C -0.53 -1.11 0.39 0.88
C 0.53 -0.65 1.35 -1.20
C 0.86 0.83 1.21 0.77
O 0.47 1.65 2.03 -0.75
N 1.61 1.22 0.16 0.28
C 1.94 2.63 0.08 -1.02
C 0.83 3.44 -0.61 -0.42
C 0.67 3.05 -1.98 0.40
N 0.57 2.72 -3.07 -0.50
C 2.09 0.35 -0.89 -1.24
C 3.27 -0.51 -0.49 0.88
C 3.63 -1.59 -1.28 -0.78
C 4.72 -2.36 -0.90 -0.41
C 5.41 -2.01 0.25 -0.41
N 5.07 -0.98 1.01 -0.65
C 4.03 -0.25 0.65 -0.08
C -0.31 -1.94 -0.67 -0.70
O -1.43 -2.16 -1.40 -0.43
C -2.42 -1.45 -0.79 -0.63
C -3.74 -1.39 -1.21 -1.37
H -6.27 -1.06 -1.73 0.35
H -6.69 -0.89 -0.02 0.33
H -6.30 0.54 -0.98 0.33
H -4.86 0.53 1.32 0.38
H -2.23 -0.24 3.19 0.31
H -3.25 1.16 2.84 0.40
H -1.55 1.15 2.37 0.18
H 1.43 -1.24 1.20 0.40
H 0.18 -0.79 2.38 0.44
H 2.89 2.75 -0.45 0.46
H 2.05 3.01 1.10 0.51
H 1.07 4.51 -0.57 0.39
H -0.11 3.28 -0.07 0.24
H 2.39 0.98 -1.74 0.65
H 1.28 -0.28 -1.25 0.07
H 3.07 -1.82 -2.17 0.46
H 5.03 -3.21 -1.49 0.40
H 6.26 -2.58 0.59 0.37
H 3.79 0.57 1.30 0.43
H 0.57 -2.46 -0.98 0.56
H -4.06 -1.91 -2.10 0.38
```

Computed properties:
- frontier orbital gap (eV) = 8.8
- total charge = 0
- 2S+1 = 1
- HOMO level (eV) = -8.178
- lowest unoccupied orbital energy (eV) = 0.669
- SMILES = Cc1cc(C)c2c(CC(=O)N(CCC#N)Cc3cccnc3)coc2c1

***

Of them, the most stable is ii and the least stable is i.

***

i | This record from OMol25 describes a structure of composition C25H30ClN7NaO2S3. The level of theory is ωB97M-V/def2-TZVPD.

Geometry as XYZ:
```
69
Properties=species:S:1:pos:R:3:mulliken_charge:R:1
Na 0.73 0.71 0.70 0.98
N -1.06 0.95 3.25 -0.17
C -1.19 0.04 4.39 -0.76
C -0.37 -1.22 4.12 -0.54
C 1.13 -1.03 4.39 0.11
C 1.97 -2.03 3.60 -0.99
N 1.87 -1.73 2.17 -0.23
H -0.08 1.13 3.04 -0.19
H -1.48 1.85 3.44 0.19
H -2.24 -0.23 4.48 0.41
H -0.88 0.49 5.34 0.31
H -0.50 -1.48 3.07 0.17
H -0.74 -2.04 4.73 0.42
H 1.34 -1.12 5.46 0.35
H 1.44 -0.03 4.08 -0.15
H 1.58 -3.04 3.76 0.40
H 3.00 -2.02 3.97 0.38
H 2.22 -2.47 1.58 0.19
H 2.40 -0.89 1.96 0.08
Cl 1.24 7.82 3.57 -0.27
C 0.99 6.28 2.77 0.17
C 0.11 6.21 1.67 -0.47
C -0.11 5.02 1.04 -0.87
C 0.51 3.79 1.46 0.06
O 0.26 2.70 0.89 -0.40
C 1.44 3.92 2.56 1.17
C 2.19 2.79 3.03 -0.37
O 2.15 1.63 2.63 -0.45
C 1.65 5.16 3.19 -0.83
H -0.39 7.11 1.34 0.39
H -0.79 4.96 0.19 0.40
H 2.90 3.03 3.85 0.15
H 2.34 5.22 4.02 0.36
S 1.45 -3.84 -6.55 -0.48
C 1.25 -3.30 -4.98 0.35
S 2.59 -2.71 -4.06 -0.19
C 1.53 -2.37 -2.65 -0.01
N 0.30 -2.69 -2.93 -0.77
N 0.13 -3.21 -4.20 0.53
C -1.20 -3.62 -4.50 0.54
C -2.14 -3.58 -3.46 -0.27
C -3.45 -3.97 -3.69 -0.57
C -3.85 -4.41 -4.94 -0.47
C -2.92 -4.44 -5.97 -0.67
C -1.60 -4.04 -5.76 -0.43
S 2.14 -1.69 -1.24 -0.30
H -1.83 -3.23 -2.49 0.50
H -4.16 -3.93 -2.87 0.39
H -4.87 -4.72 -5.12 0.38
H -3.21 -4.77 -6.96 0.35
H -0.90 -4.07 -6.58 0.17
C -3.06 0.54 -3.18 -0.89
N -2.66 0.20 -1.83 0.25
C -3.47 -0.21 -0.80 -0.47
C -2.65 -0.45 0.26 -0.63
N -1.35 -0.21 -0.11 -0.08
C -1.40 0.18 -1.36 -0.56
H -4.15 0.52 -3.24 0.28
H -2.66 -0.18 -3.89 0.32
H -2.72 1.54 -3.45 0.33
H -4.54 -0.28 -0.91 0.42
H -2.89 -0.77 1.25 0.47
H -0.54 0.44 -1.96 0.51
C 5.34 2.06 -0.22 -0.99
C 3.92 1.77 -0.35 0.35
N 2.81 1.55 -0.44 -0.22
H 5.68 2.66 -1.07 0.32
H 5.90 1.13 -0.21 0.28
H 5.53 2.60 0.70 0.27
```

Computed properties:
- frontier orbital gap (eV) = 6.4
- total charge = -1
- 2S+1 = 1
- HOMO level (eV) = -4.453
- lowest unoccupied orbital energy (eV) = 1.909

***

ii | This record from OMol25 describes a structure of composition C25H30ClN7NaO2S3. The level of theory is ωB97M-V/def2-TZVPD.

Geometry as XYZ:
```
69
Properties=species:S:1:pos:R:3:mulliken_charge:R:1
Na 0.29 0.69 -0.22 0.84
N -1.45 0.25 1.64 -0.19
C -1.01 -0.15 2.98 -0.43
C 0.49 -0.44 2.97 -0.29
C 1.31 0.85 2.93 -0.37
C 2.76 0.65 2.53 -0.88
N 2.85 0.41 1.09 -0.17
H -2.42 0.55 1.67 0.29
H -1.53 -0.60 1.08 -0.04
H -1.57 -1.02 3.34 -0.23
H -1.21 0.67 3.68 0.53
H 0.70 -1.06 2.09 0.00
H 0.78 -1.03 3.84 0.52
H 1.25 1.34 3.91 0.45
H 0.86 1.55 2.21 0.15
H 3.21 -0.15 3.13 0.34
H 3.32 1.56 2.76 0.42
H 2.34 -0.43 0.83 -0.11
H 3.81 0.26 0.80 0.26
Cl 4.48 -4.06 -4.30 -0.27
C 3.43 -3.23 -3.18 0.08
C 2.89 -3.93 -2.09 -0.53
C 2.07 -3.30 -1.20 -0.82
C 1.72 -1.91 -1.31 0.07
O 0.98 -1.37 -0.44 -0.36
C 2.28 -1.23 -2.46 1.32
C 2.03 0.16 -2.78 -0.49
O 1.33 0.97 -2.19 -0.45
C 3.12 -1.92 -3.36 -0.86
H 3.13 -4.98 -1.96 0.40
H 1.65 -3.84 -0.36 0.41
H 2.53 0.48 -3.72 0.13
H 3.52 -1.38 -4.21 0.34
S -6.66 -4.38 3.40 -0.41
C -5.55 -3.45 2.56 0.18
S -5.76 -2.96 0.91 -0.18
C -4.20 -2.16 0.90 0.17
N -3.59 -2.24 2.05 -0.40
N -4.37 -2.96 2.97 0.30
C -3.76 -3.17 4.23 0.31
C -2.41 -3.48 4.27 -0.29
C -1.78 -3.68 5.49 -0.52
C -2.50 -3.56 6.67 -0.48
C -3.85 -3.25 6.62 -0.58
C -4.49 -3.05 5.41 -0.44
S -3.64 -1.39 -0.51 -0.53
H -1.86 -3.56 3.34 0.43
H -0.72 -3.92 5.51 0.37
H -2.01 -3.72 7.62 0.37
H -4.41 -3.15 7.54 0.35
H -5.54 -2.81 5.36 0.39
C -1.71 5.37 -1.70 -0.90
N -0.70 4.64 -0.96 0.24
C 0.66 4.80 -1.07 -0.34
C 1.21 3.83 -0.29 -0.71
N 0.23 3.08 0.30 -0.26
C -0.90 3.59 -0.14 -0.38
H -1.40 6.41 -1.79 0.33
H -2.65 5.33 -1.14 0.30
H -1.86 4.92 -2.68 0.35
H 1.10 5.56 -1.69 0.41
H 2.26 3.60 -0.12 0.41
H -1.89 3.24 0.11 0.44
C -1.64 -0.12 -3.17 -0.09
C -1.69 1.33 -3.26 0.51
N -1.74 2.48 -3.34 -0.50
H -2.29 -0.56 -3.92 0.42
H -1.99 -0.44 -2.18 -0.36
H -0.62 -0.47 -3.31 -0.02
```

Computed properties:
- frontier orbital gap (eV) = 6.5
- total charge = -1
- 2S+1 = 1
- HOMO level (eV) = -4.621
- lowest unoccupied orbital energy (eV) = 1.920

***

Of them, the most stable is ii and the least stable is i.